This record from the OMol25 dataset describes a molecular structure, C20H30F6MgN10P. The level of theory is ωB97M-V/def2-TZVPD.

XYZ file:
```
68
Properties=species:S:1:pos:R:3:forces:R:3
Mg -6.8530 -3.9953 -12.4384 0.269 -0.061 -0.657
P -7.1821 -4.2316 -15.9301 -0.319 0.506 0.413
F -6.0734 -3.1109 -16.2146 0.169 -0.166 -0.330
F -6.5818 -4.2516 -14.3358 -0.007 -0.076 -0.009
F -8.2107 -3.0700 -15.4954 0.076 -0.226 0.133
F -8.2704 -5.3323 -15.4488 -0.091 0.145 -0.107
F -7.7130 -4.2024 -17.4241 -0.090 -0.179 -0.202
F -6.1716 -5.4241 -16.2460 0.260 0.051 -0.224
C -5.9032 -5.6259 -20.1427 0.076 -0.127 -0.039
C -4.6286 -6.3451 -20.1821 0.178 -0.012 -0.105
N -3.6580 -6.9618 -20.2086 -0.236 0.273 0.090
H -6.2576 -5.5983 -19.1118 -0.217 -0.097 -0.090
H -6.5950 -6.1551 -20.7970 -0.177 0.014 0.188
H -5.8371 -4.6002 -20.5019 0.283 -0.027 -0.048
C -8.1278 0.4695 -13.1850 0.208 0.072 0.593
C -7.6770 -0.8829 -12.9204 -0.200 0.258 -0.460
N -7.3319 -1.9582 -12.7654 0.123 -0.320 0.562
H -7.9638 0.7149 -14.2287 -0.135 -0.010 -0.098
H -7.5592 1.1422 -12.5396 0.015 0.052 -0.151
H -9.1739 0.5511 -12.9005 -0.091 0.000 -0.246
C -3.6030 -4.0156 -17.7516 0.331 0.921 0.238
C -3.3697 -4.3029 -16.3431 -0.111 -0.391 0.182
N -3.1758 -4.5218 -15.2320 0.039 0.125 -0.047
H -4.4480 -4.5402 -18.1719 -0.005 -0.336 0.135
H -2.6847 -4.1878 -18.3080 -0.104 -0.183 -0.148
H -3.8312 -2.9467 -17.7984 0.044 -0.076 -0.163
C -9.5313 -7.0517 -17.5017 -0.514 -0.554 -0.445
C -9.0809 -7.8467 -16.3666 0.194 0.043 0.198
N -8.7042 -8.4531 -15.4656 -0.109 0.115 -0.072
H -8.7873 -7.0727 -18.2955 0.171 0.219 0.146
H -9.7796 -6.0371 -17.2120 0.235 0.078 0.052
H -10.4265 -7.5117 -17.9318 0.045 -0.004 0.152
C -3.9963 -8.2368 -16.0649 0.029 -0.391 0.987
C -2.9971 -8.9989 -16.7992 -0.448 0.519 -0.142
N -2.1894 -9.5806 -17.3603 0.366 -0.347 -0.201
H -4.1471 -7.2168 -16.4005 0.112 -0.023 -0.266
H -3.6330 -8.2028 -15.0314 -0.051 0.253 -0.060
H -4.9469 -8.7681 -16.0148 -0.025 0.029 -0.327
C -6.1156 -0.5219 -18.6623 -0.333 -0.131 -0.193
C -5.7370 -0.5501 -20.0716 0.090 0.301 0.255
N -5.4035 -0.5986 -21.1664 0.005 -0.061 -0.226
H -5.8389 0.4025 -18.1620 0.317 0.006 -0.150
H -5.6450 -1.3829 -18.1927 -0.166 0.071 0.312
H -7.2008 -0.5927 -18.5855 0.032 -0.243 0.056
C -6.2787 -8.6155 -12.6193 -0.240 0.135 -0.238
C -6.3490 -7.1823 -12.3998 0.194 -0.515 -0.020
N -6.3995 -6.0589 -12.2108 -0.232 0.525 0.244
H -7.0221 -8.8742 -13.3785 0.002 -0.044 0.043
H -6.4998 -9.1244 -11.6845 0.039 -0.092 -0.001
H -5.2917 -8.8863 -12.9858 0.065 -0.003 0.075
C -12.9807 -1.0271 -14.4921 -0.152 0.142 -0.133
C -11.6127 -1.0442 -14.9994 -0.265 0.133 0.062
N -10.5451 -1.0065 -15.4153 0.251 -0.021 0.079
H -13.5959 -1.7418 -15.0358 0.053 -0.094 0.084
H -13.4163 -0.0411 -14.6543 0.078 0.012 0.012
H -13.0036 -1.2377 -13.4254 0.012 -0.098 -0.012
C -10.9284 -5.4023 -13.8031 -0.026 0.035 -0.541
C -9.7994 -4.8560 -13.0911 -0.156 -0.246 0.167
N -8.8963 -4.4373 -12.5332 0.182 0.054 0.315
H -10.6574 -6.3686 -14.2295 0.133 0.008 0.037
H -11.1342 -4.7100 -14.6232 -0.176 -0.098 0.036
H -11.7974 -5.5334 -13.1655 0.004 0.155 0.124
C -2.4170 -2.5519 -12.0510 0.083 0.167 -0.378
C -3.7653 -3.0734 -12.1384 0.089 0.017 0.001
N -4.8304 -3.4785 -12.2158 -0.172 0.087 0.367
H -2.1130 -2.4276 -11.0156 0.015 -0.173 0.055
H -2.3786 -1.5770 -12.5396 -0.071 -0.044 0.004
H -1.7553 -3.2227 -12.5983 0.053 -0.052 0.133
```
Forces are in eV/Å.

LUMO level: -2.528 eV
HOMO energy: -0.474 Ha
Energy relative to the best compared isomer or geometry (same formula, charge and spin): 0.0 kJ/mol
Net charge: +1
Calculated total energy: -67168.5858 eV